1.
The molecule C3H5NO3 at a distorted geometry, computed with ωB97M-V/def2-TZVPD.

Positions of all 12 atoms, in Å:
C -0.62567 -0.06912 -0.43287
C 0.13593 0.73819 2.35666
C 0.24395 -0.72743 -1.42859
N 0.16036 -0.35135 1.82682
O -0.52333 -0.92861 0.78453
O 0.57118 1.58471 3.00656
O -0.34697 1.17770 -0.19772
H -1.66366 -0.15967 -0.61152
H 0.62331 1.33812 -0.06692
H 0.58155 0.17773 -2.13269
H -0.29604 -1.54101 -2.12338
H 1.13939 -1.23926 -0.98088

Cartesian forces (eV/Å) of the 3 atoms listed first:
0.0 -3.2 0.7
0.8 -0.9 -0.4
1.0 -0.4 -3.9

Total charge: 0
SMILES string: C[C@H](O)ON=C=O

Results of the Löwdin charge analysis, in e, for atoms 1 through 2: -0.53, -0.33

2.
The molecule C3H5NO3, computed with ωB97M-V/def2-TZVPD.

Positions of all 12 atoms, in Å:
N -0.06897 1.03133 0.56649
C 0.58583 0.34162 -0.77354
O 1.17616 0.98778 -1.58111
C 0.71420 -1.09439 -0.27069
O -0.32156 -1.20779 0.69218
C -1.13343 -0.07916 0.37311
O -1.31755 0.08112 -0.90695
H -0.42045 1.95099 0.31547
H 0.50429 1.06167 1.41201
H 0.57443 -1.78190 -1.10680
H 1.68473 -1.25726 0.21164
H -1.97768 -0.03400 1.06817

Cartesian forces (eV/Å) of the 3 atoms listed first:
0.1 0.3 0.2
0.6 0.2 -0.3
-0.5 -0.5 0.5

Total charge: 0
SMILES string: O=C1CO[C@H]([O-])[NH2+]1

Results of the Löwdin charge analysis, in e, for atoms 1 through 2: 0.19, -0.40

3.
The molecule C3H5NO3, computed with ωB97M-V/def2-TZVPD.

Positions of all 12 atoms, in Å:
N -1.41199 -0.91714 0.06588
C -0.64370 -0.29802 0.99956
O -0.57587 -0.63896 2.16520
C 0.13256 0.92145 0.48584
O 1.38318 0.53514 -0.11492
C 1.34346 0.09089 -1.36808
O 0.35185 -0.05691 -2.04165
H -1.25987 -0.72185 -0.91470
H -1.84006 -1.79172 0.33113
H -0.45142 1.50660 -0.23089
H 0.40779 1.52714 1.34739
H 2.36413 -0.12311 -1.71155

Cartesian forces (eV/Å) of the 3 atoms listed first:
0.1 -0.1 0.1
0.0 -0.1 0.1
0.0 0.1 -0.3

Total charge: 0
SMILES string: NC(=O)COC=O

Results of the Löwdin charge analysis, in e, for atoms 1 through 2: 0.18, -0.51

Quick rundown of E_LUMO, same order as above: 0.0174, 0.0193, 0.0298 Ha
Quick rundown of ΔE to the lowest compared entry with this formula, charge and spin, same order as above: 435.6, 282.8, 63.5 kJ/mol